## a
11 unconnected molecules or ions with the total composition C4H30N8O11. Source: the OMol25 dataset; level of theory: ωB97M-V/def2-TZVPD.

Results
net charge	0
Kohn-Sham gap	0.3387	hartree
molecular weight	366.33	g/mol
HOMO energy	-9.8	eV

Each line ends with the natural charge from an NBO analysis.
Element x y z (Å)
O (1.71, 0.10, 2.52)  -1.00
H (2.23, -0.11, 3.30)  0.50
H (1.61, 1.07, 2.53)  0.53
O (3.28, 1.91, 0.62)  -0.99
H (2.44, 2.20, 1.01)  0.47
H (3.15, 0.98, 0.37)  0.48
O (0.90, 2.64, 1.73)  -0.96
H (0.44, 2.92, 0.92)  0.51
H (1.05, 3.45, 2.23)  0.49
O (3.31, -0.51, -0.60)  -0.94
H (3.49, -1.30, -0.06)  0.47
H (3.34, -0.83, -1.51)  0.49
O (-0.71, 2.14, -4.41)  -0.92
H (-0.24, 1.30, -4.32)  0.46
H (-1.64, 1.90, -4.36)  0.46
O (2.40, 1.69, -2.74)  -0.95
H (1.82, 1.82, -1.98)  0.50
H (1.98, 0.99, -3.25)  0.44
O (-0.98, 0.06, 2.90)  -0.94
H (-1.54, -0.60, 2.48)  0.45
H (-0.12, -0.04, 2.47)  0.47
C (-0.28, 0.54, -0.63)  0.80
O (0.27, 1.62, -0.78)  -0.72
N (-1.28, 0.21, -1.50)  -0.85
N (-0.07, -0.47, 0.24)  -0.84
H (-1.65, -0.71, -1.37)  0.37
H (-1.46, 0.77, -2.31)  0.41
H (0.70, -0.53, 0.91)  0.43
H (-0.51, -1.35, 0.08)  0.38
C (-3.09, 4.60, -0.20)  0.76
O (-4.31, 4.45, -0.18)  -0.67
N (-2.44, 5.60, 0.44)  -0.85
N (-2.29, 3.81, -0.91)  -0.83
H (-1.45, 5.69, 0.28)  0.38
H (-2.95, 6.12, 1.12)  0.41
H (-2.71, 2.96, -1.24)  0.41
H (-1.33, 4.09, -0.94)  0.39
C (0.94, -3.25, 3.56)  0.77
O (0.75, -2.54, 4.54)  -0.63
N (1.48, -2.76, 2.40)  -0.89
N (0.49, -4.51, 3.43)  -0.84
H (1.62, -1.77, 2.31)  0.41
H (1.83, -3.32, 1.64)  0.38
H (0.57, -5.03, 2.57)  0.38
H (0.08, -4.96, 4.23)  0.41
C (-0.99, -3.98, -2.66)  0.77
O (-0.29, -4.35, -3.58)  -0.63
N (-2.14, -3.25, -2.74)  -0.85
N (-0.75, -4.29, -1.34)  -0.86
H (-2.64, -3.25, -1.88)  0.37
H (-2.55, -2.90, -3.59)  0.42
H (0.04, -4.86, -1.08)  0.41
H (-1.50, -4.16, -0.69)  0.37

## b
11 unconnected molecules or ions with the total composition C4H30N8O11. Source: the OMol25 dataset; level of theory: ωB97M-V/def2-TZVPD.

Results
net charge	0
Kohn-Sham gap	0.2949	hartree
molecular weight	366.33	g/mol
HOMO energy	-8.9	eV

Each line ends with the natural charge from an NBO analysis.
Element x y z (Å)
O (2.38, -0.26, -2.81)  -0.94
H (2.78, 0.50, -3.24)  0.47
H (3.10, -0.87, -2.67)  0.49
O (2.88, 2.67, -0.73)  -0.94
H (3.44, 2.16, -1.31)  0.46
H (3.41, 2.81, 0.05)  0.48
O (-0.93, -3.08, -1.84)  -0.94
H (-0.88, -2.26, -2.33)  0.47
H (-0.56, -2.87, -0.98)  0.46
O (-0.31, -0.11, 3.87)  -0.95
H (-0.14, -1.00, 3.54)  0.48
H (-0.57, 0.38, 3.09)  0.46
O (-0.21, -1.63, -4.32)  -0.97
H (0.47, -1.44, -4.96)  0.47
H (-0.53, -0.77, -4.04)  0.49
O (-3.68, 1.30, -0.66)  -0.94
H (-3.73, 2.00, -1.32)  0.47
H (-3.65, 0.49, -1.18)  0.47
O (-2.98, 0.37, 2.32)  -0.96
H (-3.65, 0.70, 1.72)  0.47
H (-2.21, 0.21, 1.77)  0.49
C (2.42, 1.51, 3.21)  0.76
O (2.44, 1.98, 4.35)  -0.65
N (3.11, 0.54, 2.75)  -0.86
N (1.89, 2.21, 2.24)  -0.86
H (3.40, -0.02, 3.54)  0.42
H (3.64, 0.74, 1.91)  0.39
H (2.00, 1.91, 1.28)  0.39
H (1.45, 3.05, 2.60)  0.42
C (-0.70, 2.24, -3.69)  0.76
O (-0.68, 1.04, -3.73)  -0.71
N (-1.83, 2.90, -3.60)  -0.84
N (0.21, 3.08, -3.57)  -0.77
H (-2.58, 2.55, -4.18)  0.40
H (-1.87, 3.88, -3.37)  0.38
H (0.01, 4.05, -3.37)  0.40
H (1.15, 2.74, -3.43)  0.39
C (-1.11, -3.70, 3.51)  0.75
O (-0.28, -3.08, 4.16)  -0.70
N (-2.05, -4.51, 3.99)  -0.83
N (-1.16, -3.42, 2.26)  -0.81
H (-2.29, -4.77, 4.93)  0.42
H (-2.72, -4.88, 3.33)  0.37
H (-2.01, -3.74, 1.82)  0.36
H (-0.73, -2.58, 1.92)  0.43
C (0.14, -0.50, 0.05)  0.77
O (-0.65, -0.63, 0.99)  -0.76
N (-0.25, -0.26, -1.15)  -0.83
N (1.45, -0.51, 0.17)  -0.86
H (-1.12, -0.03, -1.60)  0.43
H (0.54, -0.41, -1.76)  0.40
H (1.97, -0.21, -0.64)  0.40
H (1.76, -0.44, 1.13)  0.43

Which one sits at the top of the stability order? a does.

## a
C7H8N2O in the gas phase. Source: the OMol25 dataset; level of theory: ωB97M-V/def2-TZVPD.

Results
net charge	0
Kohn-Sham gap	0.3029	hartree
molecular weight	136.15	g/mol
HOMO energy	-7.7	eV

Each line ends with the natural charge from an NBO analysis.
Element x y z (Å)
C (-2.29, -0.18, -0.06)  -0.30
C (-1.74, -1.15, -0.86)  -0.28
C (-1.23, 0.49, 0.39)  -0.06
C (-0.35, -1.10, -0.78)  0.28
C (1.42, -2.40, -1.85)  0.84
C (1.21, 0.59, 0.78)  -0.20
C (1.00, 2.09, 1.07)  -0.63
N (0.08, -0.04, 0.04)  -0.36
N (0.49, -1.89, -1.39)  -0.50
O (2.17, -3.25, -2.06)  -0.52
H (-3.27, -0.06, 0.25)  0.23
H (-2.30, -1.87, -1.42)  0.22
H (-1.42, 1.40, 0.92)  0.20
H (1.83, 0.41, -0.06)  0.20
H (0.59, 2.57, 0.10)  0.23
H (2.00, 2.20, 1.49)  0.24
H (0.11, 2.18, 1.77)  0.22
H (1.69, 0.03, 1.66)  0.21

## b
C7H8N2O in the gas phase. Source: the OMol25 dataset; level of theory: ωB97M-V/def2-TZVPD.

Results
net charge	0
Kohn-Sham gap	0.3314	hartree
molecular weight	136.15	g/mol
HOMO energy	-8.8	eV

Each line ends with the natural charge from an NBO analysis.
Element x y z (Å)
C (0.53, 0.05, -1.94)  -0.21
C (0.27, -1.11, -1.29)  -0.19
C (0.34, 1.32, -1.16)  0.05
C (0.44, 0.81, 1.96)  -0.04
C (-0.06, -0.96, 0.09)  -0.05
C (0.75, -0.24, 0.89)  -0.22
C (-1.44, -1.54, 0.48)  -0.64
N (0.53, 2.06, 1.68)  -0.06
N (1.35, 1.91, -0.61)  -0.14
O (0.97, 2.63, 0.55)  -0.25
H (0.55, 0.25, -3.06)  0.23
H (0.01, -2.05, -1.85)  0.22
H (-0.60, 1.63, -0.75)  0.19
H (-0.12, 0.65, 2.80)  0.20
H (1.83, -0.13, 0.63)  0.23
H (-2.30, -0.98, 0.18)  0.22
H (-1.54, -1.86, 1.53)  0.23
H (-1.52, -2.45, -0.13)  0.22

Which one sits at the top of the stability order? a does.

## a
2 unconnected molecules or ions with the total composition C9H20O2PSi. Source: the OMol25 dataset; level of theory: ωB97M-V/def2-TZVPD.

Results
net charge	-1
Kohn-Sham gap (alpha / beta)	0.2351 / 0.2094	hartree
molecular weight	219.32	g/mol
HOMO energy (alpha / beta)	-3.0 / -2.3	eV

Each line ends with the natural charge from an NBO analysis.
Element x y z (Å)
C (3.52, -1.04, -1.75)  -0.41
C (2.99, -2.30, -1.05)  -0.41
C (3.20, 0.15, -0.91)  -0.41
C (1.48, -2.10, -0.63)  -0.46
C (1.63, 0.32, -0.78)  -0.46
C (1.14, -0.76, -0.01)  -0.39
C (-1.62, 1.42, 2.70)  -1.11
C (-1.94, 2.19, -0.31)  -1.06
C (-4.38, 1.11, 1.15)  -1.12
O (-2.50, -2.16, 0.82)  -1.13
O (-2.17, -0.91, -1.35)  -1.13
Si (-2.51, 0.94, 1.11)  1.21
P (-1.89, -0.98, 0.12)  1.67
H (4.56, -1.25, -2.17)  0.19
H (2.79, -0.95, -2.66)  0.18
H (2.80, -3.19, -1.69)  0.21
H (3.71, -2.39, -0.16)  0.18
H (3.64, 0.09, 0.08)  0.18
H (3.67, 1.01, -1.35)  0.19
H (0.80, -2.36, -1.51)  0.20
H (1.27, -2.90, 0.03)  0.20
H (1.59, 1.32, -0.28)  0.19
H (1.26, 0.34, -1.80)  0.20
H (1.31, -0.86, 1.10)  0.18
H (-2.15, 0.95, 3.49)  0.23
H (-0.51, 1.27, 2.58)  0.26
H (-1.86, 2.52, 2.96)  0.22
H (-2.81, 2.13, -0.84)  0.22
H (-1.55, 3.10, 0.08)  0.21
H (-1.14, 1.70, -0.87)  0.25
H (-5.02, 0.17, 1.29)  0.26
H (-4.50, 1.58, 2.17)  0.22
H (-4.81, 1.84, 0.42)  0.24

## b
2 unconnected molecules or ions with the total composition C9H20O2PSi. Source: the OMol25 dataset; level of theory: ωB97M-V/def2-TZVPD.

Results
net charge	-1
Kohn-Sham gap	0.2893	hartree
molecular weight	219.32	g/mol
HOMO energy	-4.6	eV

Each line ends with the natural charge from an NBO analysis.
Element x y z (Å)
C (-0.50, -3.89, -2.50)  -0.41
C (-1.20, -2.74, -3.30)  -0.40
C (-1.07, -3.85, -1.07)  -0.40
C (-0.74, -1.45, -2.66)  -0.39
C (-0.78, -2.49, -0.44)  -0.40
C (-1.31, -1.36, -1.26)  -0.57
C (2.67, 5.32, 2.90)  -1.22
C (-0.19, 3.71, 3.44)  -1.06
C (2.59, 2.39, 2.20)  -1.12
O (0.26, 0.86, -0.80)  -1.22
O (-1.11, 0.15, 1.20)  -1.17
Si (1.65, 3.94, 2.66)  1.48
P (-0.98, 0.23, -0.28)  2.03
H (-0.59, -4.79, -3.07)  0.19
H (0.56, -3.75, -2.62)  0.20
H (-0.82, -2.64, -4.28)  0.19
H (-2.30, -2.80, -3.46)  0.19
H (-2.16, -3.91, -1.05)  0.19
H (-0.79, -4.64, -0.36)  0.19
H (0.36, -1.41, -2.76)  0.21
H (-1.27, -0.58, -3.12)  0.20
H (-1.23, -2.50, 0.55)  0.22
H (0.31, -2.35, -0.34)  0.20
H (-2.35, -1.48, -1.47)  0.19
H (-1.88, 1.14, -0.86)  -0.24
H (3.71, 5.23, 2.61)  0.22
H (2.35, 6.18, 3.47)  0.21
H (-0.40, 4.19, 4.40)  0.23
H (-0.87, 4.19, 2.76)  0.24
H (-0.46, 2.68, 3.39)  0.26
H (2.07, 1.85, 1.40)  0.29
H (3.58, 2.72, 1.72)  0.23
H (2.91, 1.86, 3.01)  0.23

Which one sits at the top of the stability order? b does.